Entry 1:
{
  "formula": "C5H17AlNO6P2Se4Te",
  "method": "the ωB97M-V functional and the def2-TZVPD basis",
  "molar_mass_g_mol": 719.56,
  "e_tot_ha": -11506.255030,
  "total_charge": -1,
  "species": ["Al", "N", "C", "C", "P", "O", "O", "O", "P", "O", "O", "O", "H", "H", "H", "H", "H", "H", "H", "H", "Se", "Se", "Se", "Se", "C", "Te", "C", "H", "H", "H", "H", "H", "H", "C", "H", "H", "H"],
  "positions_angstrom": [[0.03990, 0.34663, -0.08040], [0.74495, 2.22250, 3.83733], [0.19232, 0.84170, 3.50491], [-0.09290, 0.12193, 4.81068], [1.44601, -0.03945, 2.45218], [2.15470, 1.27032, 1.78305], [2.41113, -0.74382, 3.30673], [0.64119, -0.77141, 1.37372], [-1.35056, 1.30499, 2.55627], [-2.38764, 0.12399, 2.77876], [-1.77643, 2.56075, 3.22957], [-0.95337, 1.33962, 1.10100], [1.23700, 2.22056, 4.72705], [-0.09861, 2.84304, 3.84680], [1.38840, 2.49829, 3.08397], [0.82808, 0.01481, 5.38826], [-0.45689, -0.88264, 4.60519], [-0.85147, 0.65242, 5.39087], [2.02525, 1.47898, 0.83645], [-2.40581, -0.48745, 2.01832], [0.43887, 3.21182, -0.92124], [-0.61356, 2.27489, -2.78085], [-2.51572, 1.18693, -1.98879], [-1.74762, -0.89772, -1.12549], [-2.06027, -4.86979, 3.24129], [-1.02841, -3.13668, 2.54380], [-0.02052, -4.19555, 1.00755], [-1.40024, -5.50848, 3.82294], [-2.45966, -5.41986, 2.39165], [-2.88734, -4.53921, 3.86706], [-0.72235, -4.89627, 0.56179], [0.84972, -4.71298, 1.40046], [0.28727, -3.46461, 0.26294], [1.68256, 0.06139, -1.14600], [1.39963, 0.03894, -2.19921], [2.06289, -0.93436, -0.88444], [2.50550, 0.77336, -1.05586]]
}

Entry 2:
{
  "formula": "C3H7I2N2",
  "method": "the ωB97M-V functional and the def2-TZVPD basis",
  "molar_mass_g_mol": 324.91,
  "e_tot_ha": -823.090308,
  "total_charge": 1,
  "species": ["C", "C", "C", "N", "N", "I", "I", "H", "H", "H", "H", "H", "H", "H"],
  "positions_angstrom": [[-1.75872, -0.26896, -0.66242], [1.98656, 0.04319, 1.07422], [-0.28372, 0.24786, 0.53211], [-1.36761, -0.79032, -1.77056], [0.93989, -0.05096, 0.04970], [-3.69551, 0.03564, -0.11811], [-0.85946, 2.39705, 0.64721], [1.73607, -0.59082, 1.91950], [2.92929, -0.28071, 0.64851], [2.08874, 1.07359, 1.42929], [-0.55328, -0.23167, 1.46574], [-2.00114, -1.07527, -2.51656], [1.21725, 0.47446, -0.77552], [-0.37833, -0.98307, -1.92310]]
}

Entry 3:
{
  "formula": "C20H17N5OPdS",
  "method": "the ωB97M-V functional and the def2-TZVPD basis",
  "molar_mass_g_mol": 481.88,
  "e_tot_ha": -1646.941900,
  "total_charge": 2,
  "species": ["Pd", "O", "C", "C", "C", "C", "C", "C", "C", "C", "N", "H", "H", "H", "H", "H", "H", "H", "H", "H", "H", "H", "S", "N", "C", "C", "C", "C", "C", "N", "C", "C", "N", "C", "C", "C", "C", "C", "N", "H", "H", "H", "H", "H", "H"],
  "positions_angstrom": [[-0.81464, 0.33179, 0.64405], [-2.45756, -0.48016, 1.61542], [-2.37453, -1.17630, 2.89742], [-2.01772, -2.62772, 2.68784], [-0.82543, -2.76918, 1.73579], [0.41146, -2.07862, 2.24567], [1.31030, -2.80420, 3.01437], [2.47936, -2.22306, 3.46843], [2.73320, -0.90818, 3.11369], [1.79966, -0.24008, 2.35407], [0.64582, -0.78156, 1.93202], [-3.20033, -0.82096, 1.10309], [-3.32085, -1.02692, 3.41179], [-1.59975, -0.64393, 3.44194], [-2.86610, -3.19750, 2.30315], [-1.78328, -3.05061, 3.66783], [-1.07091, -2.36945, 0.75116], [-0.60980, -3.82525, 1.58254], [1.08287, -3.83849, 3.23653], [3.18191, -2.78636, 4.06807], [3.63762, -0.39976, 3.41478], [2.00206, 0.77680, 2.06989], [1.71630, 2.75118, -5.90475], [2.19112, 3.09247, -4.40853], [1.38190, 2.43850, -3.59339], [1.44446, 2.46394, -2.14816], [2.31032, 3.25910, -1.39354], [2.19562, 3.25361, -0.01976], [1.28611, 2.39662, 0.58660], [0.51594, 1.57918, -0.12688], [0.53009, 1.65664, -1.47681], [-0.52940, 0.94696, -2.16074], [-1.45225, 0.34454, -1.37287], [-2.45995, -0.29594, -1.95017], [-2.60662, -0.36558, -3.33217], [-1.68856, 0.26123, -4.14269], [-0.62183, 0.94482, -3.54953], [0.38763, 1.68793, -4.27305], [0.46992, 1.78919, -5.58852], [3.02498, 3.89870, -1.89613], [2.80454, 3.89788, 0.59847], [1.17035, 2.36361, 1.66040], [-3.18209, -0.76937, -1.29841], [-3.44952, -0.89913, -3.74793], [-1.78239, 0.24360, -5.22102]]
}

Entry 4:
{
  "formula": "C2H4N4O",
  "method": "the ωB97M-V functional and the def2-TZVPD basis",
  "molar_mass_g_mol": 100.08,
  "smiles": "Nn1nncc1O",
  "e_tot_ha": -372.799581,
  "species": ["N", "N", "N", "N", "C", "C", "O", "H", "H", "H", "H"],
  "positions_angstrom": [[1.31164, -1.35619, 0.01310], [0.16944, -0.60166, -0.11392], [-1.10880, -1.18038, -0.05326], [-1.93793, -0.22134, -0.00981], [-1.28342, 0.99578, 0.00063], [0.08356, 0.72361, -0.09595], [1.25503, 1.44309, -0.05009], [1.24733, -2.09082, -0.73246], [1.15434, -1.90361, 0.88024], [-1.87661, 1.85963, 0.00257], [0.98545, 2.33190, 0.15895]]
}

Entry 5:
{
  "formula": "C14H42O7",
  "method": "the ωB97M-V functional and the def2-TZVPD basis",
  "molar_mass_g_mol": 322.48,
  "smiles": "CCO.CCO.CCO.CCO.CCO.CCO.CCO",
  "e_tot_ha": -1085.222048,
  "species": ["C", "C", "O", "H", "H", "H", "H", "H", "H", "C", "C", "O", "H", "H", "H", "H", "H", "H", "C", "C", "O", "H", "H", "H", "H", "H", "H", "C", "C", "O", "H", "H", "H", "H", "H", "H", "C", "C", "O", "H", "H", "H", "H", "H", "H", "C", "C", "O", "H", "H", "H", "H", "H", "H", "C", "C", "O", "H", "H", "H", "H", "H", "H"],
  "positions_angstrom": [[1.72701, 0.02133, -0.97830], [0.37705, -0.13181, -0.33367], [-0.49985, -0.77086, -1.25542], [1.64768, 0.59527, -1.90361], [2.16653, -0.94851, -1.22611], [2.41495, 0.54538, -0.31142], [0.03156, 0.87855, -0.07953], [0.47578, -0.72645, 0.58095], [-1.41461, -0.62687, -0.96381], [0.01389, -4.47133, -4.56255], [-0.38079, -3.17650, -3.87975], [0.43148, -2.99742, -2.72795], [-0.76121, -4.81533, -5.24730], [0.18599, -5.23844, -3.80636], [0.94268, -4.34967, -5.12086], [-1.43908, -3.20638, -3.59752], [-0.22376, -2.33633, -4.56713], [0.11245, -2.21392, -2.25540], [-2.62846, -2.49493, 0.74201], [-3.70341, -1.48099, 0.48446], [-3.14369, -0.46925, -0.38152], [-3.02736, -3.34875, 1.28814], [-1.78972, -2.06876, 1.29224], [-2.24944, -2.86263, -0.21476], [-4.07727, -1.01301, 1.39809], [-4.54930, -1.96298, -0.01762], [-3.70548, 0.31089, -0.38663], [2.63124, -1.09004, 2.65330], [3.75999, -1.32999, 3.61858], [4.70825, -0.27408, 3.45940], [2.21207, -0.08781, 2.75574], [1.84844, -1.83898, 2.78232], [2.98319, -1.14832, 1.61944], [4.22996, -2.29742, 3.40400], [3.39090, -1.35681, 4.65007], [5.39560, -0.37784, 4.12267], [-0.84021, 1.97488, 3.05249], [-0.97858, 0.48267, 3.14433], [-1.56597, 0.18068, 4.41045], [-1.80655, 2.44183, 3.23945], [-0.48453, 2.28592, 2.06862], [-0.12394, 2.32527, 3.79720], [-0.00656, 0.00124, 3.01502], [-1.64212, 0.12436, 2.34257], [-1.54590, -0.76964, 4.55257], [2.61809, 3.01808, 0.92437], [1.72147, 3.50188, -0.19094], [0.37236, 3.52773, 0.27459], [2.29146, 2.05387, 1.31932], [2.63684, 3.73458, 1.74509], [3.64295, 2.89146, 0.56459], [1.79867, 2.85479, -1.07095], [2.03021, 4.51211, -0.48916], [-0.21624, 3.57138, -0.48889], [-1.46614, 1.69943, -3.27898], [-1.98980, 2.29507, -1.97706], [-1.61729, 3.65780, -1.78345], [-1.64892, 0.62526, -3.27700], [-0.40954, 1.89844, -3.43916], [-2.04414, 2.12869, -4.10425], [-1.57849, 1.76755, -1.11556], [-3.07448, 2.13106, -1.96035], [-2.16590, 4.24459, -2.30912]]
}

Entry 6:
{
  "formula": "C27H34AlCl2N5O3",
  "method": "the ωB97M-V functional and the def2-TZVPD basis",
  "molar_mass_g_mol": 574.49,
  "e_tot_ha": -2711.602174,
  "species": ["O", "C", "C", "C", "H", "C", "H", "C", "H", "C", "H", "C", "H", "H", "C", "C", "H", "H", "H", "C", "C", "H", "H", "H", "H", "Al", "Cl", "Cl", "H", "H", "C", "C", "N", "H", "C", "O", "H", "H", "H", "H", "H", "H", "C", "C", "N", "H", "C", "O", "H", "H", "H", "H", "N", "C", "C", "C", "C", "C", "C", "C", "N", "C", "C", "N", "C", "H", "H", "H", "H", "H", "H", "H"],
  "positions_angstrom": [[-0.20760, -1.66441, -3.30899], [0.56870, -2.45876, -3.82081], [0.61459, -2.85434, -5.25651], [-0.16549, -2.16691, -6.20222], [-0.66860, -1.24537, -5.89758], [-0.30819, -2.69850, -7.48824], [-0.97121, -2.20230, -8.19641], [0.37663, -3.87259, -7.85014], [0.23070, -4.29803, -8.84720], [1.28632, -4.46475, -6.95842], [1.87599, -5.33702, -7.26395], [1.40994, -3.94253, -5.66382], [2.10254, -4.36251, -4.92942], [1.30337, -3.00062, -3.19682], [-1.29080, -3.06509, -0.25661], [-0.44759, -2.10728, 0.45840], [-1.77384, -3.78528, 0.42741], [-0.69728, -3.61767, -0.99970], [-2.07927, -2.53843, -0.81166], [-0.05322, -2.09206, 1.72715], [-0.56389, -2.93143, 2.86599], [0.78451, -1.45592, 2.02659], [-0.80282, -3.94712, 2.52998], [-1.47051, -2.50828, 3.32588], [0.22035, -2.99241, 3.63254], [0.35476, -0.00290, -0.18365], [-1.65553, -0.09472, -1.01713], [1.56709, -1.73301, -0.88711], [0.04542, 1.79523, -4.83934], [-1.22371, 3.68742, -4.34828], [0.20386, 1.44748, -3.81541], [-1.42411, 3.31692, -3.33909], [-0.32614, 2.46029, -2.90251], [1.27206, 1.31560, -3.60022], [-0.00134, 2.39574, -1.62041], [0.84565, 1.54393, -1.17376], [-1.50767, 4.15764, -2.64061], [-0.53130, 3.06820, -0.93146], [-0.29974, 0.47949, -3.67107], [-2.38354, 2.78038, -3.36134], [4.73352, 1.29322, 3.15665], [6.08730, 1.36710, 1.13576], [4.13528, 0.44967, 2.78930], [5.53623, 0.50564, 0.74725], [4.20448, 0.44689, 1.32927], [3.10313, 0.53643, 3.13579], [3.15475, 0.32716, 0.52382], [1.95997, 0.28982, 0.95115], [5.44097, 0.59896, -0.33609], [3.39541, 0.26881, -0.55020], [4.60045, -0.46511, 3.18250], [6.11652, -0.39516, 0.98034], [-5.63850, 2.81905, 8.41757], [-4.86195, 2.60733, 7.56712], [-3.92367, 2.40477, 6.49791], [-3.97946, 1.23798, 5.71926], [-3.13068, 1.09319, 4.61495], [-2.22351, 2.11365, 4.29796], [-2.12208, 3.25413, 5.11189], [-2.97357, 3.39776, 6.21255], [-1.40173, 1.98455, 3.16925], [-0.37315, 2.86054, 2.79808], [0.17890, 2.34432, 1.67454], [-0.43972, 1.12707, 1.37383], [-1.40669, 0.95837, 2.26654], [-4.69361, 0.44830, 5.96837], [-3.18743, 0.19292, 4.00426], [-1.40164, 4.04033, 4.88787], [-2.90801, 4.29127, 6.84108], [-0.11814, 3.75013, 3.34220], [0.98230, 2.72747, 1.06989], [-2.13974, 0.16295, 2.27345]]
}

Entry 7:
{
  "formula": "C15H29BO13",
  "method": "the ωB97M-V functional and the def2-TZVPD basis",
  "molar_mass_g_mol": 428.20,
  "smiles": "COB(O)[C@@H]1OC(=O)C[C@@H]1C.COC(=O)OC.COC(=O)OC.COC(=O)OC",
  "e_tot_ha": -1592.039051,
  "species": ["C", "O", "B", "O", "C", "O", "C", "O", "C", "C", "C", "H", "H", "H", "H", "H", "H", "H", "H", "H", "H", "H", "C", "O", "C", "O", "O", "C", "H", "H", "H", "H", "H", "H", "C", "O", "C", "O", "O", "C", "H", "H", "H", "H", "H", "H", "C", "O", "C", "O", "O", "C", "H", "H", "H", "H", "H", "H"],
  "positions_angstrom": [[0.60232, 1.30916, 2.90807], [-0.10554, 0.93211, 1.71859], [-0.67955, 1.98325, 1.05430], [-1.62119, 2.76214, 1.69042], [-0.35198, 2.27100, -0.47775], [-0.00686, 1.07779, -1.22492], [1.01179, 1.36520, -2.07060], [1.77622, 0.52772, -2.47960], [1.03098, 2.85206, -2.28695], [0.69470, 3.34768, -0.86702], [1.91895, 3.50833, 0.02534], [-0.04584, 1.84350, 3.60444], [1.44638, 1.94813, 2.63027], [1.00973, 0.42242, 3.39038], [-1.65052, 3.65920, 1.33669], [-1.30484, 2.62562, -0.90362], [1.98301, 3.20436, -2.68038], [0.20429, 3.18549, -2.92021], [0.16210, 4.30055, -0.91063], [1.66555, 3.51475, 1.08671], [2.40184, 4.46326, -0.19867], [2.66959, 2.73156, -0.14676], [-0.80335, -0.60477, -4.01319], [-2.16409, -1.05330, -4.04533], [-2.84077, -0.68175, -5.12701], [-2.41626, -0.01612, -6.03482], [-4.07838, -1.16975, -5.03406], [-4.92177, -0.84392, -6.14086], [-0.38135, -0.96859, -3.08361], [-0.24486, -1.01131, -4.85359], [-0.76416, 0.48232, -4.03509], [-4.51516, -1.24848, -7.06558], [-5.03743, 0.23439, -6.23137], [-5.88272, -1.30227, -5.92790], [2.65160, -1.20406, 0.97605], [3.47868, -1.79959, 1.98251], [4.76365, -1.46859, 1.90290], [5.25616, -0.72741, 1.09377], [5.41765, -2.09621, 2.88125], [6.82112, -1.82869, 2.91263], [1.63790, -1.54257, 1.16734], [2.68697, -0.11866, 1.04723], [2.96352, -1.52010, -0.01705], [7.00663, -0.76774, 3.06864], [7.29443, -2.15196, 1.98764], [7.21437, -2.39957, 3.74830], [-2.35302, -1.54683, 0.96335], [-3.35701, -2.16897, 1.77233], [-3.00305, -2.33654, 3.04305], [-1.95224, -2.01791, 3.53424], [-4.01553, -2.92069, 3.68479], [-3.76779, -3.16269, 5.07121], [-2.76960, -1.47379, -0.03720], [-2.11695, -0.55528, 1.33956], [-1.44995, -2.15341, 0.93904], [-3.58633, -2.22770, 5.59771], [-2.91572, -3.82746, 5.19882], [-4.66631, -3.63533, 5.45617]]
}